# 1
15
Properties=species:S:1:pos:R:3:forces:R:3 method="wB97M-V/def2-TZVPD" charge=0 e_lumo_ev=0.0 relative_energy_ev=3.958 homo_energy_ev=-8.67
C 1.474520 -0.050845 -1.207308 0.0816 0.0716 -0.0481
C -0.382392 -0.739293 0.728893 -0.0378 0.1290 0.1505
C 0.425597 -0.119680 1.804731 -0.0125 0.0298 -0.1034
C -1.505003 0.000873 0.210026 -0.0883 -0.0607 0.1233
O -2.391752 0.050273 1.068013 0.1408 0.0258 -0.1779
N -1.660036 0.459579 -1.066475 -0.0856 -0.1087 0.0415
H 1.144788 0.971459 -1.004402 0.0760 -0.1819 -0.0470
H 1.400774 -0.270587 -2.275039 0.0677 0.0812 0.0955
H 2.501738 -0.188293 -0.864679 -0.1053 0.0434 -0.0885
H 0.847515 -0.782460 -0.671878 0.1145 -0.0236 -0.1489
H -0.063298 -0.520995 2.704838 0.0501 0.0858 -0.0110
H 1.441930 -0.529411 1.824122 -0.2318 0.0101 0.0003
H 0.445774 0.976662 1.878554 -0.0695 -0.1742 -0.0673
H -1.057668 0.115991 -1.799918 -0.0221 0.0423 0.2252
H -2.622488 0.626726 -1.329480 0.1224 0.0300 0.0557

---

# 2
92
Properties=species:S:1:pos:R:3:forces:R:3 method="wB97M-V/def2-TZVPD" charge=-1 e_lumo_ev="2.5 / 2.5" homo_energy_ev="-4.94 / -4.94"
Ni 0.765949 0.389279 0.538296 -0.3497 -0.2495 -0.3218
O 3.141572 2.925196 2.561747 0.0712 0.0553 0.0451
C 2.430241 2.019275 2.138115 -0.0449 0.0639 0.1226
O 2.338397 1.610444 0.938776 -0.0277 -0.4204 -0.0448
C 1.601429 1.239196 3.167034 0.0489 0.0379 0.0096
C 1.779001 1.465898 4.522840 -0.0598 -0.0199 -0.0937
C 1.106345 0.651982 5.418124 0.0328 0.0320 0.0391
C 0.315997 -0.374478 4.933331 -0.0480 -0.0096 -0.0095
C 0.199238 -0.548223 3.558268 0.0108 0.0803 0.1382
N 0.801440 0.278039 2.703961 0.1304 -0.0947 -0.0098
C -0.573949 -1.762108 3.054626 -0.1696 -0.1519 0.0251
O -1.546931 -2.106506 3.728283 -0.1588 0.0000 0.1529
O -0.131305 -2.360891 2.029663 0.1614 0.0586 -0.0049
H 2.443761 2.261586 4.821389 0.0291 0.0288 0.0293
H 1.214091 0.802961 6.485451 -0.0029 -0.0016 0.0159
H -0.219836 -1.052873 5.581326 -0.0054 -0.0010 0.0005
C -0.406427 -3.615226 -0.790772 0.0597 -0.0728 -0.1212
N 0.145316 -2.279149 -0.648588 -0.3066 0.1171 0.3294
P -0.696963 -0.819295 -0.808992 0.4546 0.0059 0.7729
C -1.145772 -0.791779 -2.583333 0.0890 0.1852 0.0056
C -0.256778 -0.249085 -3.508375 -0.0082 0.0147 -0.0069
C -0.535685 -0.289786 -4.865288 -0.0319 -0.0147 -0.0215
C -1.710498 -0.875548 -5.315650 0.0509 0.0192 -0.0069
C -2.604373 -1.413858 -4.403211 -0.0237 -0.0114 0.0235
C -2.327668 -1.366294 -3.044828 -0.0373 -0.0658 -0.0060
C -2.345505 -0.884167 -0.052616 -0.0763 -0.0405 -0.1799
C -3.185949 0.190783 -0.349733 -0.0504 0.0255 -0.0417
C -4.443405 0.282279 0.217572 -0.0038 -0.0159 0.0107
C -4.877516 -0.711637 1.087304 -0.0014 0.0146 0.0004
C -4.047152 -1.778431 1.388046 -0.0074 -0.0270 0.0165
C -2.781260 -1.871151 0.822203 0.0178 0.0099 0.0348
P 1.471792 -1.833470 0.360440 1.0087 0.4762 -1.3637
C 2.717543 -1.449346 -1.003170 -0.0956 -0.0644 0.1035
C 3.861758 -0.744253 -0.630236 -0.0318 0.0403 0.1093
C 4.785214 -0.326919 -1.572742 0.0357 0.0172 -0.0670
C 4.580850 -0.600327 -2.920029 -0.0241 0.0065 0.0264
C 3.447456 -1.298137 -3.309044 0.0354 -0.0048 0.0008
C 2.527595 -1.716685 -2.355078 -0.0546 -0.1197 -0.0038
C 2.344528 -3.349641 0.912018 -0.3805 0.0048 0.3956
C 2.934484 -4.227591 0.004981 -0.0598 0.0353 -0.0299
C 3.620040 -5.344438 0.452220 0.0427 -0.0422 0.0149
C 3.753387 -5.583267 1.813418 0.0013 -0.0123 -0.0202
C 3.184665 -4.707384 2.723406 -0.0245 0.0323 0.0068
C 2.470757 -3.605192 2.273649 0.0292 -0.0045 0.0534
H -1.394239 -3.552778 -1.251291 0.0251 -0.0095 0.0086
H -0.504606 -4.094218 0.184786 -0.0208 -0.0150 0.0134
H 0.226071 -4.235314 -1.432302 0.0069 -0.0088 0.0091
H 0.659609 0.209390 -3.169050 0.0381 0.0043 0.0306
H 0.164010 0.143473 -5.567839 0.0123 0.0099 -0.0219
H -1.931345 -0.906613 -6.374520 -0.0050 0.0021 -0.0320
H -3.525643 -1.866993 -4.745203 -0.0212 -0.0109 -0.0145
H -3.041475 -1.773498 -2.340216 -0.0045 0.0056 0.0110
H -2.851015 0.976726 -1.016177 0.0163 -0.0047 -0.0337
H -5.067156 1.140021 -0.000758 -0.0184 0.0041 0.0014
H -5.855369 -0.640791 1.546026 -0.0295 0.0074 0.0116
H -4.361967 -2.535460 2.093612 0.0018 -0.0082 0.0167
H -2.115897 -2.669143 1.118657 -0.0381 0.0043 -0.0217
H 4.010777 -0.476600 0.409760 -0.0191 0.0157 0.0251
H 5.652734 0.239498 -1.259541 0.0149 0.0057 0.0117
H 5.292715 -0.257789 -3.659718 0.0261 0.0038 -0.0240
H 3.274279 -1.514579 -4.356674 -0.0108 -0.0039 -0.0171
H 1.641051 -2.256804 -2.667093 -0.0346 0.0192 -0.0236
H 2.871546 -4.032442 -1.056808 -0.0088 0.0128 -0.0327
H 4.065747 -6.021206 -0.265344 0.0081 -0.0182 -0.0118
H 4.301698 -6.449271 2.161535 0.0131 -0.0209 0.0028
H 3.282329 -4.883554 3.786827 0.0075 -0.0064 0.0102
H 1.994911 -2.941287 2.979868 -0.0087 0.0215 0.0149
C -4.782591 4.666380 0.854377 0.0298 -0.0088 -0.0154
C -3.897266 4.645031 -0.216559 -0.0294 0.0120 0.0266
C -2.747159 3.875537 -0.167796 -0.1035 -0.0987 -0.1727
C -2.443974 3.100611 0.955053 0.1038 0.0103 0.0382
C -3.357571 3.115887 2.011606 0.0308 0.0307 0.0642
C -4.504946 3.890640 1.970446 -0.0282 0.0322 -0.0059
C -1.303967 2.164957 1.047641 -0.0799 -0.1290 0.0464
C -0.196832 1.998943 0.308179 -0.1337 0.2390 -0.2198
C 0.359242 2.975684 -0.659212 0.0351 -0.0400 0.2460
C 0.200006 4.353054 -0.473948 0.1443 0.0208 0.0377
C 0.780722 5.266527 -1.335686 0.0273 -0.0510 -0.0408
C 1.556903 4.825464 -2.402166 -0.0254 0.0163 0.0166
C 1.769909 3.465805 -2.569266 -0.0082 -0.0254 0.0130
C 1.193122 2.557489 -1.694202 0.0181 -0.0429 -0.1030
H -5.679260 5.269940 0.811653 -0.0377 0.0236 0.0063
H -4.105245 5.230396 -1.103448 -0.0184 0.0145 -0.0251
H -2.086234 3.858062 -1.025300 -0.1097 -0.0159 0.0550
H -3.161828 2.489926 2.874180 0.0065 -0.0132 0.0210
H -5.189486 3.879741 2.809192 -0.0164 0.0005 0.0227
H -1.476147 1.411421 1.816915 -0.0412 -0.0372 -0.0656
H -0.375506 4.704733 0.372318 0.0719 0.0127 -0.0077
H 0.641319 6.326576 -1.164054 0.0101 0.0238 -0.0072
H 2.018706 5.538495 -3.072912 0.0125 0.0209 -0.0201
H 2.415194 3.103532 -3.360628 0.0072 0.0244 -0.0145
H 1.438251 1.504620 -1.779724 -0.0414 0.0539 0.0405

---

# 3
100
Properties=species:S:1:pos:R:3:forces:R:3 method="wB97M-V/def2-TZVPD" charge=0 e_lumo_ev=-0.9 relative_energy_ev=3.114 homo_energy_ev=-8.28
C 4.802862 1.158890 1.185545 -0.3617 1.0097 0.5424
C 3.413013 1.652397 0.613792 0.8432 -0.7497 -0.2557
Cl 2.277950 1.777121 2.064852 0.3876 -0.0791 -0.6430
C 2.839948 0.668455 -0.512097 -1.5699 1.1227 0.4733
C 1.274133 0.901161 -0.539829 -0.3158 1.5823 -0.0838
C 0.816877 2.107235 -1.197699 -1.4456 -2.0396 1.9781
C -0.665338 2.390918 -1.214208 0.9658 -2.2720 1.3749
C -1.567246 1.445092 -0.595075 1.4664 1.1354 -0.4809
C -1.105708 0.189339 0.107372 0.0514 1.4055 -0.3839
N -2.075012 -0.615350 0.687078 5.1702 -2.6224 -1.1906
C -1.458503 -1.739247 1.326788 2.3371 0.6296 -2.5908
C 0.005944 -1.958032 1.346930 -0.7061 0.2029 -0.2928
N 0.940624 -1.167962 0.754577 -3.3689 0.3066 0.2558
C 0.344272 -0.091389 0.140418 0.6399 1.9042 -0.0832
H 4.883682 1.590424 2.225607 0.1086 -0.4547 -1.1015
H 4.872486 0.044774 1.291862 -0.1118 1.0189 -0.3972
H 5.644865 1.605382 0.591447 -0.7190 -0.7417 0.3392
H 3.480421 2.705032 0.215042 -0.0894 -1.1794 0.4714
H 3.109324 -0.395241 -0.306303 -0.2646 1.0069 -0.1613
H 3.189386 1.006336 -1.530483 0.0539 -0.4969 1.1200
H 1.563533 2.806804 -1.651814 -0.8948 -0.7860 0.3940
H -0.984378 3.338192 -1.709637 -0.0677 -1.0964 0.5630
H -2.659556 1.701813 -0.623318 1.1982 -0.6240 0.1778
H -2.091859 -2.478680 1.863791 0.9706 0.3284 -1.3787
H 0.383165 -2.857998 1.900680 -0.4469 0.9630 -0.6352
C -4.275458 -0.993765 4.157131 0.0697 0.2849 0.1758
Br -5.261916 0.609850 4.623333 0.0481 -0.1938 0.0230
Br -3.038513 -0.695035 2.676265 -3.8226 1.6428 4.2990
Br -3.385436 -1.761547 5.698891 -0.0521 0.0889 -0.0695
H -5.003510 -1.724875 3.816664 0.1044 0.0992 0.1070
C -5.679519 -5.077285 6.335353 0.1561 0.0859 0.1112
Br -5.941468 -4.289554 8.080293 0.0832 -0.0841 -0.2091
Br -6.486097 -6.831907 6.204489 0.0681 0.2330 -0.0266
Br -6.285587 -3.903078 4.923522 -0.1731 -0.2829 0.1453
H -4.609854 -5.208766 6.202992 -0.1687 0.0254 0.0061
C 6.788432 -1.343211 -1.932838 0.0093 -0.0114 -0.0743
Br 7.786013 -0.727815 -0.395264 -0.1628 0.0234 -0.2273
Br 5.217454 -2.345328 -1.410973 0.2179 0.1322 -0.0116
Br 6.353571 0.109576 -3.133877 0.0379 -0.1747 0.2176
H 7.433824 -2.024815 -2.478147 -0.1055 0.0893 0.1124
C -10.125533 -4.726425 9.560963 -0.0833 0.0556 -0.0352
Br -9.873843 -6.286191 10.677785 0.0213 0.2152 -0.1544
Br -9.182861 -3.185287 10.251816 -0.0743 -0.2763 -0.0620
Br -9.650064 -5.074748 7.720758 -0.1164 0.0017 0.2072
H -11.184360 -4.489559 9.579915 0.1755 -0.0532 0.0022
C -4.758300 -1.839104 11.430823 0.0277 0.0273 0.0649
Br -6.197139 -1.125811 10.353774 0.2448 -0.0592 0.0837
Br -5.104138 -3.666395 11.964455 0.0207 0.2279 -0.1344
Br -3.046454 -1.658587 10.548836 -0.2678 -0.0530 0.0753
H -4.713944 -1.244857 12.337763 -0.0073 -0.1029 -0.1505
C -2.931843 -6.010222 0.969764 -0.0435 -0.0675 -0.0507
Br -3.509167 -5.245045 2.650109 0.0390 0.0321 -0.2130
Br -4.007003 -5.377998 -0.507744 0.1606 -0.0183 0.2531
Br -1.042873 -5.722407 0.660712 -0.2363 0.0120 0.0345
H -3.083535 -7.082633 1.039210 0.0373 0.1770 -0.0021
C 0.632093 -1.932103 -3.615213 -0.2757 0.0480 -0.0243
Br 1.672618 -1.518660 -5.195471 -0.1309 -0.0452 0.1870
Br 0.212183 -0.339842 -2.593299 0.2520 -1.6200 -2.6151
Br -0.954942 -2.958802 -4.047281 0.1787 0.0662 0.0146
H 1.252337 -2.560014 -2.982893 -0.0985 0.0954 -0.1105
C -8.696038 -3.901009 1.027776 -0.0445 -0.0763 -0.0146
Br -8.466930 -5.477246 2.125311 0.0094 0.2184 -0.1733
Br -7.777683 -2.366157 1.767844 -0.0449 -0.1654 -0.0811
Br -8.182139 -4.222951 -0.808442 -0.0229 0.0565 0.2339
H -9.755645 -3.666349 1.025697 0.1810 -0.0183 0.0024
C 7.501149 4.078801 -4.288668 0.0744 -0.0743 0.0572
Br 7.162257 2.808944 -5.708681 0.0036 0.1967 0.1729
Br 7.692146 5.880975 -4.964730 -0.1208 -0.1871 0.1030
Br 6.164926 3.975765 -2.897217 -0.0230 -0.0253 -0.3109
H 8.450901 3.806289 -3.837739 -0.1479 0.0598 -0.0484
C 10.299986 8.271823 -6.687294 -0.0489 -0.0453 -0.0538
Br 9.330264 9.856049 -6.143576 0.1630 -0.2216 -0.0577
Br 11.494392 8.628526 -8.165346 -0.1801 -0.0244 0.2204
Br 11.222175 7.451022 -5.198734 -0.0448 0.1614 -0.1748
H 9.564676 7.554351 -7.039881 0.1157 0.1123 0.0351
C 9.407568 4.525895 0.271803 0.0671 0.0184 0.0398
Br 9.200291 5.260395 2.048991 -0.0165 -0.1059 -0.2616
Br 8.588812 2.779969 0.112002 0.0714 0.2170 -0.0327
Br 8.766240 5.744016 -1.087541 0.1819 -0.0882 0.2173
H 10.471679 4.393047 0.104967 -0.1774 0.0246 0.0258
C -8.752365 -1.150450 -4.142879 0.1261 -0.0666 0.0828
Br -9.123825 -0.469965 -2.372174 0.0270 -0.1257 -0.2308
Br -7.025043 -2.017994 -4.230787 -0.2523 0.0627 0.0513
Br -10.171214 -2.302264 -4.779973 0.1553 0.1625 0.0992
H -8.713758 -0.296952 -4.809822 -0.0153 -0.1695 0.1110
C 8.110317 -4.617905 1.600078 -0.0100 0.0120 0.0368
Br 9.097950 -4.241153 -0.023470 -0.1465 -0.1121 0.2220
Br 7.770442 -3.014321 2.631452 0.0244 -0.2738 -0.1475
Br 6.481955 -5.596938 1.238281 0.2190 0.1825 0.0211
H 8.738083 -5.259268 2.210056 -0.0945 0.1099 -0.1142
C -11.735095 1.739479 -4.936310 -0.1078 -0.1141 0.0538
Br -12.320773 2.499640 -3.257706 0.1206 -0.0781 -0.2608
Br -12.799171 2.370105 -6.422743 0.1857 -0.0553 0.2177
Br -9.844556 2.029970 -5.233472 -0.2769 0.2022 -0.0573
H -11.884864 0.665840 -4.869605 0.0537 0.1598 -0.0069
C 7.999088 9.387426 -11.036606 0.0170 0.0470 -0.0462
Br 8.961572 8.144291 -12.163451 -0.0997 0.1666 0.2000
Br 7.334077 8.534004 -9.432051 0.1190 0.0926 -0.1778
Br 9.054166 10.958518 -10.633796 -0.1370 -0.2613 -0.0209
H 7.133939 9.722587 -11.599457 0.1321 -0.0695 0.1075